The following is a DFT calculation (ωB97M-V/def2-TZVPD) of a cluster of 7 separate species, H14O6S in total at a distorted geometry.

Each line ends with the Mulliken charge.
Cartesian coordinates (Å):
S  3.611  -0.683  1.320  -0.231
H  2.487  -0.834  0.611  0.091
H  4.350  -1.481  0.564  0.133
H  0.186  -1.635  -0.114  0.250
H  -0.962  -2.539  -0.720  0.292
O  -0.339  -1.830  -0.886  -0.606
H  -0.206  1.542  -0.660  0.272
H  -0.305  2.689  -1.486  0.314
O  0.297  2.359  -0.800  -0.601
H  -0.007  -0.675  -2.517  0.361
H  -0.981  -0.087  -3.537  0.298
O  -0.072  -0.028  -3.235  -0.627
H  -4.746  2.511  0.194  0.320
H  -3.758  3.244  -0.572  0.326
O  -4.130  2.346  -0.530  -0.639
H  -0.115  -1.028  3.258  0.294
H  -0.645  -0.897  1.814  0.416
O  0.051  -1.315  2.356  -0.602
H  -2.591  -0.720  1.115  0.280
H  -2.244  0.626  0.533  0.269
O  -1.862  -0.250  0.697  -0.610

Results
* SMILES: O.O.O.O.O.O.S
* ΔE to the lowest compared entry with this formula, charge and spin: 31.4 kcal/mol
* calculated total energy: -23347.06953 eV
* HOMO energy: -9.28 eV

***

The following is a DFT calculation (ωB97M-V/def2-TZVPD) of a cluster of 7 separate species, H14O6S2 in total at a distorted geometry.

Each line ends with the Mulliken charge.
Cartesian coordinates (Å):
S  1.926  -0.965  0.049  -0.174
S  3.441  0.488  0.117  -0.209
H  1.692  -0.760  -1.260  0.166
H  4.213  0.014  1.141  0.160
H  -2.540  1.410  0.227  0.431
H  -3.845  0.720  -0.013  0.332
O  -3.175  0.794  0.678  -0.728
H  -2.998  -1.082  0.880  0.403
H  -1.962  -1.923  1.581  0.314
O  -2.758  -2.011  1.044  -0.708
H  -0.615  0.417  -2.905  0.288
H  -0.786  -0.705  -1.996  0.381
O  -0.328  0.137  -2.053  -0.642
H  -1.575  -3.054  -1.634  0.303
H  -2.175  -1.879  -0.903  0.389
O  -1.877  -2.155  -1.774  -0.711
H  -0.604  1.647  -0.805  0.377
H  -0.694  2.548  0.442  0.331
O  -1.201  2.261  -0.324  -0.729
H  0.745  1.264  2.197  0.306
H  -0.502  1.676  3.017  0.302
O  -0.047  1.831  2.184  -0.585

Results
* SMILES: SS.O.O.O.O.O.O
* ΔE to the lowest compared entry with this formula, charge and spin: 8.4 kcal/mol
* calculated total energy: -34183.25936 eV
* HOMO energy: -8.82 eV

***

The following is a DFT calculation (ωB97M-V/def2-TZVPD) of a cluster of 7 separate species, H14O7 in total.

Each line ends with the Mulliken charge.
Cartesian coordinates (Å):
O  22.367  -10.629  -13.658  -0.641
H  21.498  -10.280  -13.442  0.292
H  22.302  -11.580  -13.467  0.362
O  22.904  -17.232  -13.073  -0.641
H  22.533  -16.666  -13.754  0.267
H  23.318  -16.615  -12.440  0.401
O  25.192  -14.866  -9.341  -0.719
H  25.626  -15.307  -10.087  0.350
H  25.897  -14.365  -8.914  0.300
O  23.581  -14.626  -12.011  -0.702
H  23.818  -14.445  -11.089  0.331
H  22.677  -14.288  -12.103  0.353
O  25.732  -13.005  -13.532  -0.631
H  25.508  -12.503  -14.323  0.325
H  24.890  -13.364  -13.217  0.342
O  23.503  -17.329  -9.154  -0.623
H  23.619  -17.712  -8.278  0.308
H  24.011  -16.507  -9.133  0.360
O  21.185  -13.229  -13.309  -0.672
H  21.401  -13.952  -13.913  0.337
H  20.256  -13.371  -13.083  0.300

Results
* SMILES: O.O.O.O.O.O.O
* ΔE to the lowest compared entry with this formula, charge and spin: 35.8 kcal/mol
* calculated total energy: -14559.91004 eV
* HOMO energy: -10.99 eV

***

The following is a DFT calculation (ωB97M-V/def2-TZVPD) of a structure of composition H14O7 at a distorted geometry.

Each line ends with the Mulliken charge.
Cartesian coordinates (Å):
H  -1.244  0.848  -1.480  0.304
H  -0.140  0.623  -0.506  0.307
H  -2.865  -0.376  -0.698  0.227
H  -3.745  -0.814  0.654  0.266
H  3.906  2.445  -0.241  0.312
H  4.202  1.035  -0.498  0.312
H  1.769  -0.573  0.985  0.319
H  2.815  -0.823  2.103  0.297
H  2.814  -1.675  -0.426  0.314
H  3.773  -0.865  -1.093  0.271
H  -3.905  1.594  -0.180  0.280
H  -5.004  2.467  0.360  0.321
H  -1.297  -2.699  -0.117  0.175
H  -1.568  -1.647  -1.259  0.261
O  -0.828  1.254  -0.641  -0.601
O  -3.164  -1.074  -0.048  -0.462
O  4.608  1.847  -0.012  -0.620
O  2.506  -1.167  1.259  -0.626
O  2.944  -0.801  -0.601  -0.576
O  -4.252  1.894  0.655  -0.600
O  -1.753  -1.897  -0.313  -0.481

Results
* ΔE to the lowest compared entry with this formula, charge and spin: 206.7 kcal/mol
* calculated total energy: -14552.49833 eV
* HOMO energy: -7.90 eV

***

The following is a DFT calculation (ωB97M-V/def2-TZVPD) of a cluster of 7 separate species, H14O7 in total at a distorted geometry.

Each line ends with the Mulliken charge.
Cartesian coordinates (Å):
O  -0.726  2.068  -1.197  -0.648
H  -0.682  1.977  -2.170  0.292
H  -0.395  1.263  -0.827  0.414
O  -1.149  -2.280  -0.728  -0.708
H  -1.111  -3.237  -0.618  0.310
H  -0.906  -2.059  -1.613  0.305
O  0.366  -0.183  -0.300  -0.695
H  -0.250  -0.936  -0.248  0.367
H  0.834  -0.313  0.520  0.371
O  -3.727  -1.495  0.068  -0.662
H  -3.750  -0.610  -0.304  0.299
H  -2.783  -1.862  -0.027  0.394
O  0.692  2.200  1.661  -0.658
H  -0.208  1.853  1.692  0.322
H  0.651  2.991  2.161  0.269
O  1.787  -0.250  2.159  -0.697
H  1.720  -0.469  3.062  0.277
H  1.523  0.697  2.032  0.442
O  3.097  0.279  -1.661  -0.639
H  2.253  0.541  -1.217  0.348
H  2.755  -0.166  -2.444  0.297

Results
* SMILES: O.O.O.O.O.O.O
* ΔE to the lowest compared entry with this formula, charge and spin: 38.8 kcal/mol
* calculated total energy: -14559.78097 eV
* HOMO energy: -10.80 eV

***

The following is a DFT calculation (ωB97M-V/def2-TZVPD) of a cluster of 7 separate species, H14O7 in total.

Each line ends with the Mulliken charge.
Cartesian coordinates (Å):
O  17.667  -7.228  17.118  -0.635
H  17.473  -8.176  17.110  0.384
H  18.208  -7.086  17.900  0.305
O  17.018  -14.189  16.952  -0.625
H  16.681  -14.993  17.355  0.296
H  16.662  -13.465  17.487  0.366
O  15.657  -12.095  18.362  -0.653
H  14.853  -11.643  18.083  0.312
H  15.439  -12.508  19.203  0.302
O  19.977  -10.926  18.646  -0.596
H  19.872  -10.510  19.507  0.320
H  19.905  -10.214  18.007  0.243
O  15.130  -10.083  14.738  -0.637
H  15.672  -9.851  15.505  0.357
H  14.760  -9.251  14.429  0.325
O  17.006  -10.127  16.907  -0.776
H  16.970  -10.568  17.765  0.330
H  17.881  -10.336  16.551  0.360
O  19.726  -10.058  15.685  -0.683
H  20.086  -9.299  16.157  0.351
H  19.177  -9.656  15.000  0.352

Results
* SMILES: O.O.O.O.O.O.O
* ΔE to the lowest compared entry with this formula, charge and spin: 35.5 kcal/mol
* calculated total energy: -14559.92304 eV
* HOMO energy: -10.80 eV

***

The following is a DFT calculation (ωB97M-V/def2-TZVPD) of a cluster of 7 separate species, H14O7 in total.

Each line ends with the Mulliken charge.
Cartesian coordinates (Å):
O  -4.686  -4.609  -1.326  -0.640
H  -4.951  -5.528  -1.363  0.315
H  -3.783  -4.632  -1.010  0.324
O  -0.292  0.203  0.722  -0.642
H  0.395  0.348  0.072  0.325
H  -0.261  -0.738  0.899  0.318
O  2.621  1.010  -3.268  -0.638
H  3.478  1.066  -2.845  0.321
H  2.467  1.888  -3.616  0.317
O  4.609  4.465  0.311  -0.643
H  5.245  4.664  0.997  0.321
H  4.591  5.250  -0.236  0.322
O  0.692  2.729  4.451  -0.644
H  0.281  2.146  3.813  0.327
H  1.385  3.171  3.960  0.316
O  -0.442  -6.143  0.186  -0.632
H  -0.447  -7.098  0.258  0.318
H  0.373  -5.875  0.610  0.316
O  -4.003  2.865  -0.872  -0.641
H  -3.530  2.492  -0.127  0.324
H  -3.741  2.325  -1.617  0.317

Results
* SMILES: O.O.O.O.O.O.O
* ΔE to the lowest compared entry with this formula, charge and spin: 51.6 kcal/mol
* calculated total energy: -14559.22571 eV
* HOMO energy: -11.30 eV

***

The following is a DFT calculation (ωB97M-V/def2-TZVPD) of a cluster of 7 separate species, H14O7 in total at a distorted geometry.

Each line ends with the Mulliken charge.
Cartesian coordinates (Å):
H  0.573  -0.204  -0.566  0.391
H  -0.052  0.348  0.720  0.491
H  2.677  -3.573  -0.043  0.341
H  1.142  -3.220  -0.251  0.456
H  -0.391  -1.789  0.211  0.556
H  -1.160  -3.229  0.182  0.318
H  -1.371  1.031  -0.892  0.489
H  -2.849  1.411  -1.081  0.325
H  2.249  -0.422  -2.011  0.317
H  2.186  -1.522  -0.878  0.410
H  -1.997  4.107  0.940  0.314
H  -1.535  3.034  -0.124  0.439
H  -0.492  2.326  1.679  0.407
H  0.815  1.706  2.226  0.336
O  -0.308  -0.178  -0.123  -1.096
O  2.013  -3.302  -0.730  -0.782
O  -0.341  -2.781  0.493  -0.760
O  -1.977  1.725  -1.284  -0.732
O  2.130  -0.541  -1.063  -0.746
O  -1.220  3.612  0.588  -0.742
O  -0.094  1.462  2.008  -0.732

Results
* SMILES: O.O.O.O.O.O.O
* ΔE to the lowest compared entry with this formula, charge and spin: 8.1 kcal/mol
* calculated total energy: -14561.10900 eV
* HOMO energy: -11.38 eV

***

The following is a DFT calculation (ωB97M-V/def2-TZVPD) of a cluster of 7 separate species, H14O7 in total at a distorted geometry.

Each line ends with the Mulliken charge.
Cartesian coordinates (Å):
H  0.003  -0.878  -0.286  0.268
H  -1.171  -0.606  -1.041  0.245
H  -0.556  1.656  2.223  0.248
H  -1.834  1.720  1.662  0.334
H  2.829  0.869  -1.666  0.323
H  2.344  0.773  -0.173  0.261
H  3.222  -2.147  -0.760  0.338
H  3.602  -2.594  0.753  0.306
H  -5.786  -0.454  -1.507  0.319
H  -4.356  -0.754  -0.861  0.320
H  1.445  2.968  -1.822  0.304
H  1.095  2.951  -0.225  0.311
H  0.058  -0.830  1.914  0.292
H  -0.150  -2.339  1.319  0.336
O  -0.972  -0.859  -0.184  -0.510
O  -1.369  1.951  2.495  -0.586
O  3.123  0.753  -0.712  -0.610
O  3.309  -2.908  -0.072  -0.638
O  -5.089  -1.098  -1.433  -0.640
O  0.859  3.311  -1.092  -0.602
O  -0.604  -1.486  1.469  -0.619

Results
* SMILES: O.O.O.O.O.O.O
* ΔE to the lowest compared entry with this formula, charge and spin: 130.2 kcal/mol
* calculated total energy: -14555.81696 eV
* HOMO energy: -9.76 eV

***

The following is a DFT calculation (ωB97M-V/def2-TZVPD) of a cluster of 7 separate species, H14O7 in total at a distorted geometry.

Each line ends with the Mulliken charge.
Cartesian coordinates (Å):
O  14.101  2.722  43.846  -0.637
H  14.611  2.449  44.640  0.311
H  13.412  2.009  43.903  0.323
O  15.198  0.339  47.162  -0.756
H  15.779  0.074  47.925  0.319
H  14.227  0.281  47.405  0.381
O  17.560  3.886  48.817  -0.678
H  16.727  4.288  49.150  0.305
H  17.625  4.053  47.835  0.389
O  12.237  3.329  47.449  -0.624
H  13.117  3.089  47.524  0.376
H  12.286  3.977  46.745  0.302
O  17.333  4.479  46.191  -0.734
H  16.527  5.066  45.846  0.355
H  17.550  3.837  45.408  0.349
O  14.808  2.536  46.884  -0.728
H  15.695  2.921  47.220  0.298
H  14.799  1.605  46.506  0.406
O  15.654  -1.406  44.834  -0.632
H  14.735  -1.037  44.714  0.288
H  15.727  -0.934  45.688  0.390

Results
* SMILES: O.O.O.O.O.O.O
* ΔE to the lowest compared entry with this formula, charge and spin: 78.0 kcal/mol
* calculated total energy: -14558.07888 eV
* HOMO energy: -11.12 eV

***

The following is a DFT calculation (ωB97M-V/def2-TZVPD) of a cluster of 7 separate species, H14O7 in total at a distorted geometry.

Each line ends with the Mulliken charge.
Cartesian coordinates (Å):
O  49.603  42.307  8.691  -0.196
H  49.404  42.762  9.298  0.240
H  49.003  42.081  8.154  0.330
H  50.019  41.449  9.328  0.501
O  49.786  40.045  10.063  -1.213
H  49.088  40.260  10.545  0.278
O  52.468  39.465  9.172  -0.691
H  51.623  39.710  9.672  0.392
H  52.456  38.398  9.238  0.317
O  48.513  38.695  7.949  -0.654
H  48.961  39.102  8.727  0.442
H  47.830  38.173  8.240  0.285
O  48.414  44.139  10.428  -0.668
H  48.839  44.712  11.064  0.322
H  47.776  43.570  10.741  0.322
O  47.840  42.891  6.732  -0.704
H  46.795  43.064  7.066  0.347
H  48.027  43.486  5.940  0.323
O  50.768  39.759  12.655  -0.699
H  50.691  38.754  12.845  0.305
H  50.484  39.923  11.707  0.423

Results
* ΔE to the lowest compared entry with this formula, charge and spin: 145.2 kcal/mol
* calculated total energy: -14555.16572 eV
* HOMO energy: -10.01 eV

***

The following is a DFT calculation (ωB97M-V/def2-TZVPD) of a cluster of 7 separate species, H14O7 in total at a distorted geometry.

Each line ends with the Mulliken charge.
Cartesian coordinates (Å):
O  0.182  -1.718  -2.260  -0.618
H  0.788  -2.456  -2.321  0.348
H  0.627  -1.088  -1.694  0.254
O  -0.805  0.555  0.169  -0.622
H  -1.659  0.141  0.297  0.426
H  -0.312  -0.071  -0.362  0.270
O  1.062  2.444  0.079  -0.544
H  1.785  2.079  0.590  0.381
H  0.345  1.821  0.199  0.520
O  1.853  0.286  -1.326  -0.640
H  1.759  1.204  -1.072  0.335
H  1.882  0.303  -2.283  0.361
O  2.387  -2.101  1.014  -0.540
H  2.003  -1.801  0.190  0.345
H  1.723  -2.675  1.395  0.354
O  -1.017  2.217  3.080  -0.360
H  -1.863  1.783  2.972  0.387
H  -0.456  1.818  2.414  0.373
O  -3.095  -0.826  -0.175  -0.651
H  -3.202  -1.352  -0.968  0.308
H  -3.984  -0.565  0.062  0.312

Results
* 2S+1: 2
* ΔE to the lowest compared entry with this formula, charge and spin: 36.9 kcal/mol
* charge: +1
* calculated total energy: -14548.40894 eV
* HOMO energy (spin up / spin down): -15.10 / -14.67 eV